Entry 1:
Formula: C4H9N2O2
Source: the OMol25 dataset
Level of theory: ωB97M-V with the def2-TZVPD basis set

Values from the calculation:
LUMO level = -0.23709 hartree
E_HOMO = -0.5278 Ha
energy relative to the best compared isomer or geometry (same formula, charge and spin) = 7.0252 eV
charge = +1
F_max = 4.9 eV Å⁻¹
E = -417.32319 Ha

Bonds (Å) are listed after each position.
Positions of all 17 atoms, in Å:
1 C 0.7011 -1.0503 -0.7476  C2 1.372, N5 1.421, H9 1.115
2 C -0.5906 -0.8650 -0.3254  C1 1.372, C3 1.439, C4 1.450
3 C -1.9419 -1.3408 -0.4632  C2 1.439, C4 1.585, H11 1.049, H12 1.020
4 C -1.3540 -0.7973 0.9052  C2 1.450, C3 1.585, H13 0.993, H14 1.130
5 N 1.8555 -0.6937 0.0006  C1 1.421, O7 1.350, O8 1.216
6 N 1.3764 1.6347 -0.4536  H10 1.041, H15 1.022, H17 0.992
7 O 1.5996 -0.4548 1.3046  N5 1.350, H16 0.968
8 O 3.0047 -0.8132 -0.3772  N5 1.216
9 H 1.0617 -1.3782 -1.7507  C1 1.115
10 H 0.6599 1.7242 0.2968  N6 1.041
11 H -2.6354 -0.6955 -0.9137  C3 1.049
12 H -2.0253 -2.3139 -0.7583  C3 1.020
13 H -0.9602 -1.2507 1.6964  C4 0.993
14 H -1.8852 0.1051 1.3299  C4 1.130
15 H 0.9995 2.3489 -1.0795  N6 1.022
16 H 2.4196 -0.7595 1.7185  O7 0.968
17 H 2.1766 2.0107 -0.0046  N6 0.992

Entry 2:
Formula: C4H9N2O3
Source: the OMol25 dataset
Level of theory: ωB97M-V with the def2-TZVPD basis set

Values from the calculation:
LUMO level = 0.13009 hartree
E_HOMO = -0.1399 Ha
energy relative to the best compared isomer or geometry (same formula, charge and spin) = 4.9302 eV
charge = -1
F_max = 3.5 eV Å⁻¹
E = -492.89793 Ha

Bonds (Å) are listed after each position.
Positions of all 18 atoms, in Å:
1 C 0.9518 0.7318 0.9796  C2 1.575, H10 1.164, H11 1.110, H12 1.177
2 C -0.1556 0.4534 -0.1055  C1 1.575, C3 1.532, C4 1.495, O5 1.411
3 C -1.2858 -0.2507 0.6519  C2 1.532, H13 1.130, H14 1.065, H15 1.015
4 C 0.4048 -0.3343 -1.2465  C2 1.495, H16 1.108, H17 1.085, H18 1.179
5 O -0.7067 1.7045 -0.4530  C2 1.411, N6 1.435
6 N 0.0192 2.5562 -1.3512  O5 1.435, N7 1.285
7 N 0.1191 3.7524 -0.8933  N6 1.285, O8 1.239, O9 1.248
8 O -0.2435 4.1464 0.2244  N7 1.239
9 O 0.5831 4.5774 -1.7068  N7 1.248
10 H 1.3866 -0.2601 1.4063  C1 1.164
11 H 1.6694 1.5472 0.7521  C1 1.110
12 H 0.4489 1.1172 1.9718  C1 1.177
13 H -2.2398 -0.0900 0.0681  C3 1.130
14 H -1.4688 0.0483 1.6575  C3 1.065
15 H -1.0271 -1.2308 0.5937  C3 1.015
16 H 1.4162 -0.7404 -1.0454  C4 1.108
17 H -0.1780 -1.2249 -1.4586  C4 1.085
18 H 0.3394 0.3749 -2.1857  C4 1.179